(1)
A cluster of 2 separate species, C4H10N in total at a distorted geometry, computed with ωB97M-V/def2-TZVPD.

Last column: Löwdin charge in e.
Atoms and positions in Å:
C  0.2772  1.4108  0.4090  0.38
C  1.1560  2.2935  1.2978  0.01
C  0.3286  -1.7490  -0.9372  -0.04
C  -1.7205  -1.2223  0.0132  -0.09
N  -0.3733  -0.8665  -0.5692  -0.13
H  0.5929  0.5488  -0.0373  0.01
H  0.5642  2.6154  2.0964  0.09
H  2.0974  2.0115  1.5751  0.07
H  1.3468  3.0805  0.5847  0.14
H  -0.7609  1.7771  0.2830  0.14
H  0.1171  -2.7521  -0.8815  0.08
H  1.2312  -1.4260  -1.3237  0.07
H  -2.7510  -1.0232  -0.5781  0.13
H  -1.9545  -0.7648  0.9841  0.06
H  -1.7439  -2.3363  0.0848  0.08

ΔE to the lowest compared entry with this formula, charge and spin   134.3 kcal per mole
HOMO   -13.97 eV
Net charge   +1
E_LUMO   -7.41 eV

(2)
A cluster of 2 separate species, C4H10N in total at a distorted geometry, computed with ωB97M-V/def2-TZVPD.

Last column: Löwdin charge in e.
Atoms and positions in Å:
C  0.2418  0.9497  1.9916  0.17
C  -0.1592  0.0074  1.1167  -0.17
C  0.4787  -1.5648  -0.6288  -0.07
C  -0.8150  1.1042  -1.6216  0.09
N  0.6709  -0.5752  0.2978  -0.02
H  -0.4232  1.1839  2.8687  0.12
H  1.0722  1.6484  1.9477  0.10
H  -1.1053  -0.4795  1.4046  0.16
H  -0.6822  -1.6458  -0.5558  0.15
H  0.8914  -1.5584  -1.6226  0.11
H  0.7682  -2.4986  -0.1331  0.12
H  -0.8975  2.1478  -1.3405  0.01
H  0.1313  0.6995  -2.0231  0.01
H  -1.6794  0.5181  -1.7482  -0.01
H  1.5074  0.0633  0.0466  0.22

ΔE to the lowest compared entry with this formula, charge and spin   122.5 kcal per mole
HOMO (spin up / spin down)   -14.94 / -12.91 eV
Net charge   +1
E_LUMO (spin up / spin down)   -4.23 / -7.20 eV

(3)
The ion C4H10N with charge +2 at a distorted geometry, computed with ωB97M-V/def2-TZVPD.

Last column: Mulliken spin population.
Atoms and positions in Å:
C  0.6404  0.8069  -0.9161  0.01
N  0.6040  0.8308  0.7186  0.02
C  -0.6583  0.0349  1.2001  0.02
C  -0.6522  -1.1086  0.1371  0.14
C  0.2013  -0.6146  -1.1113  0.31
H  -0.1176  1.4966  -1.1762  0.04
H  1.7220  0.9589  -1.1196  0.01
H  0.5974  1.6825  1.2120  0.00
H  1.4961  0.3768  0.9011  0.00
H  -1.6256  0.6636  1.2310  0.01
H  -0.4632  -0.1798  2.2535  0.02
H  -0.2223  -2.1020  0.4169  0.12
H  -1.7064  -1.2834  -0.1642  0.07
H  -0.7355  -0.4897  -1.7564  0.21
H  0.9199  -1.0729  -1.8267  0.03

ΔE to the lowest compared entry with this formula, charge and spin   60.4 kcal per mole
HOMO (spin up / spin down)   -22.96 / -23.15 eV
⟨S²⟩   0.75
Multiplicity   2
Net charge   +2
E_LUMO (spin up / spin down)   -8.24 / -15.76 eV

(4)
A cluster of 2 separate species, C4H10N2 in total at a distorted geometry, computed with ωB97M-V/def2-TZVPD.

Last column: Mulliken spin population.
Atoms and positions in Å:
C  -0.8184  -1.0311  -3.1047  0.00
C  -1.8554  -1.0635  -2.2687  0.01
N  -1.7003  -0.8256  -0.8682  0.00
H  0.2032  -1.0009  -2.7827  0.00
H  -0.9085  -0.7537  -4.1540  0.00
H  -2.8983  -1.0993  -2.5545  0.00
H  -0.8966  -0.2162  -0.7653  0.02
H  -2.4851  -0.3146  -0.4989  -0.01
C  0.4378  1.4938  1.8208  0.26
C  1.4317  0.5131  1.6176  0.61
N  2.3254  0.3353  2.7199  0.08
H  -0.3025  1.1498  2.5608  -0.02
H  0.2173  2.5267  1.5514  0.05
H  1.6475  -0.1059  0.7556  0.00
H  2.5737  -0.6160  2.9779  -0.03
H  3.0285  1.0080  2.9929  0.03

ΔE to the lowest compared entry with this formula, charge and spin   64.3 kcal per mole
HOMO (spin up / spin down)   -0.15 / -0.95 eV
⟨S²⟩   0.76
Multiplicity   2
Net charge   -1
E_LUMO (spin up / spin down)   3.67 / 3.66 eV

(5)
The ion C4H10N2 with charge -1 at a distorted geometry, computed with ωB97M-V/def2-TZVPD.

Last column: Mulliken spin population.
Atoms and positions in Å:
C  1.4286  -0.3961  0.2876  0.46
C  0.2395  -0.7626  -0.5957  0.49
C  -1.0258  -0.1690  -0.1311  0.58
C  -1.6316  0.8132  -0.8623  0.11
N  -1.5025  -0.5592  1.1303  0.03
N  1.8969  0.9571  0.1108  0.24
H  1.3539  -0.6320  1.3448  -0.02
H  2.2108  -1.1264  -0.0169  -0.34
H  0.2562  -1.8518  -0.6523  -0.46
H  0.5619  -0.4181  -1.5760  0.11
H  -2.5429  1.3692  -0.6345  0.00
H  -1.3131  1.1031  -1.8657  -0.03
H  -0.9515  -0.3781  1.9670  0.02
H  -2.4015  -0.9531  1.3000  0.03
H  1.5867  1.4367  -0.7148  0.00
H  1.8343  1.5672  0.9088  -0.22

ΔE to the lowest compared entry with this formula, charge and spin   23.1 kcal per mole
HOMO (spin up / spin down)   1.67 / -3.73 eV
⟨S²⟩   0.75
Multiplicity   2
Net charge   -1
E_LUMO (spin up / spin down)   4.40 / 4.38 eV

(6)
A cluster of 2 separate species, C4H10N2 in total at a distorted geometry, computed with ωB97M-V/def2-TZVPD.

Last column: Löwdin charge in e.
Atoms and positions in Å:
C  1.8492  -0.9747  0.3950  -0.04
C  2.0907  -0.0140  -0.5002  -0.29
N  1.4062  -0.0676  -1.7392  0.00
H  1.3149  -1.9045  0.2621  0.05
H  2.2284  -0.7761  1.3952  0.04
H  2.7064  0.8619  -0.3494  0.10
H  0.9454  -0.9707  -1.8023  0.07
H  2.0281  0.0257  -2.5338  0.07
C  -1.1106  1.2616  1.2048  -0.06
C  -1.9909  0.2776  0.9717  -0.31
N  -2.2600  -0.2632  -0.2644  0.04
H  -0.9450  2.0175  0.4426  0.05
H  -0.9640  1.6357  2.2118  0.03
H  -2.5504  -0.2098  1.7617  0.10
H  -1.8577  0.1385  -1.0791  0.07
H  -2.8905  -1.0380  -0.3766  0.08

ΔE to the lowest compared entry with this formula, charge and spin   46.3 kcal per mole
HOMO   -7.76 eV
E_LUMO   1.14 eV

- Which of these has the lowest ΔE to the lowest compared entry with this formula, charge and spin?
  number 5

- Which of these has the highest ΔE to the lowest compared entry with this formula, charge and spin?
  number 1

- Which of these has the highest ΔE to the lowest compared entry with this formula, charge and spin?
  number 1